Record 1
# C43H56N3O25P

A 9-piece molecular cluster, C43H56N3O25P overall at a distorted geometry (wB97M-V/def2-TZVPD, the Open Molecules 2025 dataset).

```
128
Properties=species:S:1:pos:R:3
H 0.18 -0.43 6.20
N -0.20 -1.36 5.99
C -0.66 -1.34 4.81
C -0.64 -0.08 3.97
C -1.40 -0.14 2.68
C -0.90 -0.78 1.56
C 0.34 -1.46 1.68
C 1.42 -1.96 1.69
C -1.59 -0.80 0.31
P -0.76 -1.77 -1.01
C 0.85 -0.92 -1.35
C -1.65 -1.64 -2.61
C -1.21 -2.79 -3.56
C -2.77 -0.14 0.24
O -3.49 -0.12 -0.92
C -3.64 1.17 -1.58
C -2.73 2.29 -1.16
C -1.26 2.14 -1.58
C -0.84 3.15 -2.66
C -3.33 0.49 1.38
N -4.55 1.08 1.24
C -5.00 1.68 2.30
C -4.29 1.72 3.50
N -3.14 1.14 3.70
C -2.66 0.51 2.59
H -1.12 -2.24 4.41
H -0.98 0.73 4.61
H 0.41 0.15 3.76
H 2.23 -2.63 1.81
H 1.65 -1.43 -0.84
H 0.83 0.14 -1.11
H 0.99 -1.01 -2.43
H -1.52 -0.71 -3.16
H -2.72 -1.75 -2.48
H -0.69 -2.37 -4.41
H -2.09 -3.26 -3.98
H -0.61 -3.55 -3.06
H -3.47 0.99 -2.64
H -4.68 1.46 -1.50
H -2.80 2.56 -0.11
H -3.09 3.17 -1.70
H -1.07 1.12 -1.92
H -0.65 2.33 -0.70
H -1.35 4.10 -2.52
H -1.04 2.74 -3.64
H 0.23 3.31 -2.59
H -5.96 2.19 2.25
H -4.73 2.26 4.33
O -7.85 3.03 -3.69
C -8.09 2.34 -2.75
O -9.30 2.29 -2.14
C -9.28 1.19 -1.22
C -7.80 1.03 -0.94
O -7.21 1.51 -2.16
H -9.85 1.43 -0.32
H -9.71 0.32 -1.70
H -7.45 1.66 -0.12
H -7.50 0.00 -0.75
O 1.23 1.46 6.47
C 2.23 0.93 6.86
O 2.60 0.87 8.15
C 3.72 -0.02 8.25
C 4.29 0.03 6.86
O 3.14 0.33 6.06
H 4.41 0.32 9.02
H 3.36 -1.02 8.52
H 5.02 0.84 6.74
H 4.75 -0.90 6.56
O 3.63 -4.39 2.07
C 4.29 -4.16 1.10
O 5.60 -4.47 0.97
C 5.96 -4.24 -0.40
C 4.93 -3.23 -0.85
O 3.82 -3.55 0.00
H 6.98 -3.87 -0.47
H 5.89 -5.19 -0.94
H 5.24 -2.20 -0.67
H 4.66 -3.34 -1.90
O 7.48 -0.02 1.31
C 6.38 0.40 1.48
O 5.87 0.78 2.68
C 4.61 1.42 2.45
C 4.20 0.84 1.12
O 5.45 0.55 0.50
H 3.91 1.20 3.25
H 4.77 2.50 2.40
H 3.63 -0.09 1.22
H 3.62 1.53 0.51
O 6.79 -2.41 9.68
C 6.49 -3.15 8.79
O 5.80 -2.77 7.69
C 5.83 -3.85 6.74
C 6.09 -5.04 7.64
O 6.80 -4.46 8.73
H 4.90 -3.92 6.20
H 6.65 -3.68 6.04
H 5.16 -5.49 8.02
H 6.68 -5.82 7.16
O -1.98 0.81 -4.65
C -1.15 0.85 -5.49
O -0.86 1.95 -6.23
C 0.34 1.69 -6.96
C 0.36 0.18 -7.04
O -0.35 -0.19 -5.85
H 0.30 2.17 -7.94
H 1.19 2.09 -6.41
H -0.19 -0.20 -7.90
H 1.36 -0.24 -7.03
O 5.09 -1.76 -3.69
C 4.70 -2.48 -4.54
O 3.79 -2.14 -5.49
C 3.75 -3.19 -6.46
C 4.25 -4.38 -5.68
O 5.10 -3.77 -4.70
H 2.74 -3.32 -6.84
H 4.41 -2.93 -7.29
H 3.44 -4.91 -5.16
H 4.80 -5.09 -6.28
O -6.93 9.48 -3.75
C -7.30 8.35 -3.79
O -7.33 7.59 -4.90
C -7.62 6.24 -4.51
C -8.32 6.43 -3.19
O -7.76 7.66 -2.72
H -8.24 5.74 -5.25
H -6.68 5.69 -4.41
H -9.40 6.56 -3.30
H -8.14 5.62 -2.49
```

## Properties
- LUMO energy: -0.01163 Eh
- Electronic energy: -4058.733310 Eh
- Frontier orbital gap: 7.27 eV
- Charge: 0


Record 2
# C43H57CoGeN4OS3SbSi

C43H57CoGeN4OS3SbSi as an isolated structure (wB97M-V/def2-TZVPD, the Open Molecules 2025 dataset).

```
112
Properties=species:S:1:pos:R:3
Co 1.45 0.39 0.69
S 3.50 0.98 1.66
C 4.30 1.51 0.22
C 5.73 1.70 0.31
N 6.87 1.82 0.41
C 3.68 1.78 -0.96
S 1.96 1.60 -1.23
C 4.46 2.21 -2.10
N 5.04 2.54 -3.04
N -0.68 -1.81 -0.81
N -0.54 -0.46 -0.34
H -1.63 -1.97 -1.15
H -0.49 -2.44 -0.05
H -1.36 -0.17 0.20
H -0.50 0.14 -1.16
C -2.81 -2.45 7.35
C -1.86 -1.66 6.45
C -2.55 -0.53 5.70
C -1.62 0.27 4.78
Ge -1.02 -0.63 3.17
C 0.13 -2.20 3.26
C 1.60 -1.93 3.57
C 1.82 -1.19 4.89
C 3.29 -1.14 5.29
H -2.29 -3.22 7.91
H -3.59 -2.93 6.76
H -3.30 -1.79 8.07
H -1.39 -2.34 5.74
H -1.05 -1.24 7.05
H -2.99 0.15 6.43
H -3.39 -0.94 5.13
H -0.74 0.62 5.31
H -2.13 1.16 4.39
H -2.24 -0.97 2.27
H 0.02 -2.72 2.30
H -0.29 -2.87 4.02
H 2.07 -1.37 2.76
H 2.14 -2.89 3.60
H 1.23 -1.67 5.68
H 1.44 -0.17 4.79
H 3.69 -2.15 5.42
H 3.43 -0.60 6.23
H 3.89 -0.64 4.52
C -3.82 5.64 -5.26
C -3.09 6.04 -4.15
C -2.42 5.09 -3.38
C -2.48 3.74 -3.72
C -3.22 3.35 -4.83
C -3.89 4.29 -5.60
Sb -1.44 2.32 -2.50
C -0.32 1.44 -4.10
C 0.08 2.23 -5.17
C 0.92 1.71 -6.16
C 1.35 0.40 -6.08
C 0.96 -0.40 -5.01
C 0.14 0.12 -4.02
C -3.00 0.83 -2.45
C -3.86 0.86 -1.35
C -4.89 -0.06 -1.23
C -5.08 -1.04 -2.20
C -4.22 -1.08 -3.29
C -3.19 -0.15 -3.42
H -4.34 6.38 -5.86
H -3.03 7.09 -3.89
H -1.85 5.41 -2.52
H -3.28 2.30 -5.11
H -4.46 3.98 -6.46
H -0.25 3.26 -5.25
H 1.23 2.34 -6.98
H 2.00 0.00 -6.85
H 1.30 -1.42 -4.94
H -0.13 -0.52 -3.19
H -3.73 1.61 -0.58
H -5.56 -0.02 -0.37
H -5.88 -1.75 -2.11
H -4.36 -1.84 -4.06
H -2.54 -0.20 -4.28
C 1.43 -7.77 -1.73
C 1.65 -6.28 -1.65
C 1.84 -5.64 -0.43
C 2.05 -4.27 -0.37
C 2.06 -3.54 -1.54
C 1.86 -4.15 -2.77
C 1.67 -5.52 -2.82
S 2.30 -1.78 -1.47
C 4.04 -1.70 -1.81
O 2.21 -1.47 0.02
H 1.45 -8.22 -0.74
H 2.20 -8.25 -2.33
H 0.47 -8.00 -2.19
H 1.82 -6.22 0.48
H 2.19 -3.76 0.58
H 1.85 -3.56 -3.68
H 1.51 -6.00 -3.78
H 4.56 -2.21 -0.99
H 4.31 -0.65 -1.85
H 4.23 -2.19 -2.77
C 0.40 4.63 0.47
Si 0.52 3.78 2.09
C -0.90 4.25 3.19
C 2.14 4.09 2.90
C 0.30 1.92 1.96
C -0.07 0.79 2.22
H 0.73 5.66 0.60
H -0.63 4.64 0.10
H 1.03 4.15 -0.28
H -0.99 5.34 3.23
H -0.75 3.88 4.21
H -1.84 3.84 2.81
H 2.21 5.15 3.14
H 2.96 3.81 2.24
H 2.25 3.51 3.83
```

## Properties
- LUMO energy (spin up / spin down): 0.00790 / -0.00242 Eh
- Spin multiplicity: 4
- Electronic energy: -7150.912720 Eh
- Frontier orbital gap (spin up / spin down): 7.24 / 7.09 eV
- Expectation value of S²: 3.766
- Charge: 0
- Relative energy (zero: lowest compared OMol25 entry of this formula, charge and spin): 3.10 kcal/mol


Record 3
# C43H58AsBF4O2S2Si4W

C43H58AsBF4O2S2Si4W as an isolated structure at a distorted geometry (wB97M-V/def2-TZVPD, the Open Molecules 2025 dataset).

```
116
Properties=species:S:1:pos:R:3
W -0.27 -0.33 -0.82
O 1.86 -0.04 -0.85
S 3.36 0.08 -1.18
C 4.13 0.32 0.50
C 3.21 -0.08 1.65
C 2.74 1.14 2.44
C 1.85 0.78 3.61
S 0.03 0.68 3.22
O -0.05 0.43 1.72
C -0.34 2.43 3.52
C -1.27 2.68 4.52
C -1.64 3.99 4.81
C -1.09 5.04 4.10
C -0.15 4.79 3.11
C 0.23 3.49 2.82
C 3.97 -1.61 -1.41
C 3.16 -2.70 -1.17
C 3.68 -3.97 -1.34
C 4.99 -4.14 -1.76
C 5.79 -3.03 -2.00
C 5.28 -1.76 -1.83
H 4.40 1.37 0.56
H 5.04 -0.27 0.48
H 3.73 -0.76 2.32
H 2.32 -0.60 1.26
H 2.21 1.81 1.75
H 3.61 1.67 2.81
H 1.92 1.52 4.41
H 2.12 -0.19 4.02
H -1.71 1.86 5.07
H -2.37 4.17 5.59
H -1.38 6.06 4.32
H 0.30 5.60 2.57
H 0.98 3.33 2.06
H 2.14 -2.55 -0.83
H 3.06 -4.83 -1.13
H 5.39 -5.13 -1.90
H 6.81 -3.17 -2.31
H 5.90 -0.89 -2.02
F -6.09 -1.01 0.30
B -5.02 -0.42 -0.14
F -4.07 -0.14 0.71
F -4.90 -0.09 -1.39
F -2.14 -0.16 -0.86
C 0.72 7.05 -1.03
C 1.76 6.14 -1.15
C 1.53 4.79 -0.94
C 0.25 4.34 -0.61
C -0.77 5.26 -0.45
C -0.54 6.61 -0.66
As -0.01 2.35 -0.30
C -0.33 1.92 -2.19
C 0.65 1.76 -3.18
C 0.29 1.75 -4.52
C -1.04 1.92 -4.87
C -2.02 2.13 -3.91
C -1.67 2.14 -2.57
C -2.57 2.43 -1.45
C -3.94 2.64 -1.55
C -4.69 2.87 -0.41
C -4.09 2.91 0.83
C -2.72 2.72 0.94
C -1.95 2.48 -0.19
H 0.90 8.10 -1.19
H 2.75 6.47 -1.41
H 2.34 4.07 -1.04
H -1.76 4.94 -0.14
H -1.35 7.31 -0.54
H 1.70 1.71 -2.89
H 1.04 1.64 -5.28
H -1.32 1.93 -5.92
H -3.04 2.30 -4.21
H -4.42 2.62 -2.52
H -5.76 3.00 -0.50
H -4.67 3.11 1.72
H -2.24 2.76 1.91
C 2.95 -3.56 2.07
Si 1.02 -3.60 2.23
C 0.62 -5.47 2.12
C 0.50 -2.97 3.97
Si -0.34 -2.32 0.64
Si -0.07 -1.61 -2.98
C 1.55 -1.40 -4.06
C -0.08 -3.53 -2.73
C -1.58 -1.32 -4.16
Si -2.56 -3.35 0.78
C -3.49 -2.96 -0.85
C -2.68 -5.25 0.92
C -3.34 -2.61 2.37
H 3.42 -3.37 3.03
H 3.32 -2.83 1.37
H 3.31 -4.53 1.73
H 1.30 -6.04 2.75
H 0.73 -5.85 1.11
H -0.38 -5.69 2.45
H 1.29 -3.10 4.70
H -0.36 -3.52 4.33
H 0.23 -1.92 3.96
H 2.23 -2.21 -3.86
H 2.10 -0.47 -3.90
H 1.31 -1.44 -5.11
H 0.78 -3.90 -2.18
H -0.07 -4.02 -3.70
H -0.97 -3.87 -2.21
H -2.25 -0.52 -3.81
H -2.19 -2.22 -4.21
H -1.28 -1.07 -5.17
H -3.41 -3.79 -1.54
H -3.12 -2.08 -1.37
H -4.55 -2.81 -0.65
H -1.97 -5.77 0.29
H -3.67 -5.58 0.62
H -2.53 -5.59 1.94
H -3.15 -1.55 2.46
H -2.94 -3.10 3.25
H -4.41 -2.76 2.36
```

## Properties
- LUMO energy (spin up / spin down): -0.23327 / -0.26082 Eh
- Spin multiplicity: 3
- Electronic energy: -6504.978289 Eh
- Frontier orbital gap (spin up / spin down): 6.55 / 5.92 eV
- Expectation value of S²: 2.016
- Charge: +2


Record 4
# C43H60AsF3N2P2PbSSi3

C43H60AsF3N2P2PbSSi3 as an isolated structure at a distorted geometry (wB97M-V/def2-TZVPD, the Open Molecules 2025 dataset).

```
116
Properties=species:S:1:pos:R:3
Pb 0.88 -0.57 0.27
C -4.63 -5.92 -3.72
S -4.64 -4.15 -4.02
C -4.75 -3.49 -2.32
C -3.38 -3.25 -1.69
C -2.57 -2.21 -2.48
N -1.42 -1.66 -1.74
P 0.07 -2.50 -1.48
C -0.32 -4.23 -1.13
C -0.39 -5.18 -2.15
C -0.70 -6.49 -1.83
C -0.95 -6.85 -0.51
C -0.88 -5.90 0.50
C -0.57 -4.59 0.19
C 1.08 -2.46 -2.99
C 2.14 -3.37 -3.06
C 3.04 -3.30 -4.10
C 2.91 -2.31 -5.07
C 1.87 -1.40 -5.00
C 0.96 -1.46 -3.96
P -1.59 -0.24 -0.79
C -3.20 -0.31 0.05
C -4.30 0.38 -0.44
C -5.50 0.32 0.24
C -5.60 -0.40 1.42
C -4.50 -1.09 1.92
C -3.30 -1.04 1.24
C -1.73 1.17 -1.92
C -1.73 2.44 -1.33
C -1.93 3.56 -2.10
C -2.12 3.44 -3.47
C -2.08 2.19 -4.07
C -1.88 1.05 -3.30
H -4.46 -6.41 -4.67
H -5.60 -6.22 -3.33
H -3.85 -6.17 -3.01
H -5.32 -4.19 -1.72
H -5.31 -2.55 -2.40
H -2.84 -4.20 -1.65
H -3.53 -2.89 -0.67
H -3.23 -1.38 -2.73
H -2.20 -2.65 -3.42
H -0.19 -4.91 -3.17
H -0.74 -7.24 -2.61
H -1.18 -7.88 -0.27
H -1.06 -6.19 1.53
H -0.50 -3.84 0.97
H 2.24 -4.14 -2.30
H 3.85 -4.01 -4.16
H 3.63 -2.24 -5.87
H 1.76 -0.64 -5.75
H 0.15 -0.74 -3.90
H -4.21 0.95 -1.35
H -6.36 0.86 -0.14
H -6.53 -0.42 1.96
H -4.58 -1.65 2.84
H -2.43 -1.58 1.61
H -1.60 2.51 -0.25
H -1.96 4.54 -1.64
H -2.30 4.31 -4.08
H -2.21 2.09 -5.14
H -1.88 0.08 -3.77
C -0.57 5.86 1.07
Si 1.16 5.86 0.28
C 2.46 7.01 1.05
C 1.18 5.70 -1.61
As 2.09 3.62 1.12
Si 4.20 2.81 0.08
C 3.73 2.68 -1.76
C 5.43 4.17 0.57
C 4.58 1.08 0.78
Si 1.51 3.06 3.48
C 2.70 1.69 4.07
C -0.25 2.32 3.25
C 1.63 4.69 4.43
H -1.17 6.69 0.68
H -0.52 6.01 2.14
H -1.12 4.94 0.88
H 2.19 8.04 0.88
H 3.44 6.86 0.61
H 2.54 6.87 2.13
H 0.58 6.49 -2.06
H 0.77 4.75 -1.96
H 2.18 5.81 -2.01
H 3.30 3.61 -2.14
H 3.01 1.88 -1.95
H 4.61 2.47 -2.36
H 5.33 5.05 -0.07
H 6.45 3.81 0.45
H 5.31 4.49 1.60
H 3.99 0.31 0.30
H 4.43 1.02 1.85
H 5.63 0.85 0.60
H 2.67 0.80 3.44
H 2.44 1.38 5.08
H 3.73 2.04 4.11
H -0.26 1.56 2.46
H -0.97 3.08 2.99
H -0.59 1.85 4.16
H 2.62 5.13 4.34
H 1.46 4.53 5.49
H 0.90 5.42 4.09
F 3.02 -3.44 6.63
C 2.06 -2.53 6.54
F 1.04 -2.89 7.31
F 2.54 -1.36 7.00
C 1.62 -2.30 5.10
C 0.35 -1.80 4.83
C 0.06 -1.43 3.53
N 0.94 -1.54 2.53
C 2.14 -2.07 2.79
C 2.52 -2.47 4.06
H -0.38 -1.71 5.62
H -0.91 -1.03 3.27
H 2.82 -2.18 1.96
H 3.50 -2.90 4.23
```

## Properties
- LUMO energy (spin up / spin down): -0.39257 / -0.48885 Eh
- Electronic energy: -6460.414406 Eh
- Frontier orbital gap (spin up / spin down): 7.15 / 4.00 eV
- Charge: +4